The following is a DFT calculation (ωB97M-V/def2-TZVPD) of 2 unconnected molecules or ions with the total composition C23H39BrNO9P at a distorted geometry.

Geometry as XYZ:
```
74
C23H39BrNO9P | OMol25 | ωB97M-V/def2-TZVPD
C 1.83 3.75 0.27
C 0.62 3.67 -0.72
C 0.30 2.12 -0.98
C 0.66 1.70 -2.44
O 0.68 0.29 -2.76
C 0.31 -0.53 -1.75
C -1.13 -0.64 -1.42
C -2.20 0.18 -2.23
C -2.68 -0.77 -3.42
C -3.72 -0.05 -4.37
C -1.56 -1.53 -0.33
C -3.07 -1.62 -0.02
P -3.68 -0.46 1.31
O -3.72 -1.11 2.65
O -2.90 1.00 1.29
O -5.29 -0.12 0.95
C -0.48 -2.30 0.35
C -0.93 -3.25 1.53
O -0.30 -2.80 2.74
C -0.37 -1.37 2.90
C 0.92 -2.17 -0.06
C 1.94 -3.09 0.68
C 2.91 -2.39 1.69
O 4.07 -2.32 1.40
O 2.54 -1.88 2.96
C 2.49 -3.02 3.80
C 1.81 -3.01 5.20
O 2.96 -4.07 3.42
N 1.28 -1.28 -1.09
C 2.69 -1.14 -1.55
C 3.35 0.28 -1.35
C 3.87 0.75 -2.80
Br 5.01 0.23 -0.24
H 2.79 3.37 -0.20
H 1.66 3.13 1.20
H 1.99 4.81 0.61
H 0.92 4.09 -1.73
H -0.28 4.22 -0.32
H 0.79 1.55 -0.15
H -0.82 2.03 -0.80
H 1.65 2.19 -2.70
H -0.09 2.20 -3.13
H -3.11 0.42 -1.63
H -1.77 1.09 -2.73
H -1.78 -1.09 -4.02
H -3.14 -1.71 -3.02
H -3.19 0.50 -5.21
H -4.43 -0.76 -4.87
H -4.29 0.71 -3.76
H -3.72 -1.43 -0.93
H -3.35 -2.66 0.31
H -3.19 1.54 2.06
H -5.37 0.29 0.07
H -2.04 -3.25 1.71
H -0.63 -4.29 1.24
H -1.32 -0.90 2.55
H 0.49 -0.81 2.44
H -0.31 -1.18 4.01
H 2.60 -3.54 -0.12
H 1.47 -3.96 1.21
H 1.01 -2.23 5.32
H 1.30 -4.01 5.30
H 2.55 -2.91 6.03
H 2.67 -1.37 -2.66
H 3.39 -1.90 -1.11
H 2.71 1.05 -0.88
H 4.75 0.07 -3.02
H 4.30 1.78 -2.67
H 3.07 0.68 -3.58
C -1.06 5.84 1.91
O 0.21 5.54 1.59
H -1.50 5.30 2.78
H -1.28 6.90 2.17
H -1.84 5.65 1.12
```

Computed properties:
Energy above the lowest of the compared OMol25 structures with the same formula, charge and spin: 253.4 kJ/mol
Kohn-Sham gap: 2.45 eV



The following is a DFT calculation (ωB97M-V/def2-TZVPD) of a molecular structure, C23H39Cl28N2O3PS3 at a distorted geometry.

Geometry as XYZ:
```
99
C23H39Cl28N2O3PS3 | OMol25 | ωB97M-V/def2-TZVPD
C -6.03 1.30 1.00
C -6.62 0.25 2.01
O -6.06 -1.09 1.91
C -4.71 -1.06 1.54
C -3.70 -0.70 2.54
C -2.21 -0.63 2.23
P -1.00 -0.11 3.56
S -1.87 -0.53 5.28
C -1.75 -0.94 0.88
S -0.03 -0.88 0.29
C 0.20 0.64 -0.71
O 0.99 -1.07 1.34
O 0.12 -2.00 -0.67
C -2.82 -1.32 -0.13
N -2.63 -1.62 -1.47
S -4.06 -1.99 -2.21
N -5.14 -1.76 -0.94
C -4.32 -1.41 0.12
H -4.99 1.66 1.26
H -6.68 2.22 0.92
H -6.00 0.82 -0.01
H -7.74 0.20 1.83
H -6.48 0.59 3.08
H -4.02 -0.42 3.58
H -0.86 1.30 3.53
H 0.22 -0.83 3.55
H 1.27 0.70 -1.07
H -0.49 0.54 -1.60
H -0.08 1.55 -0.10
C -4.52 -3.86 -6.04
Cl -4.70 -3.21 -4.40
Cl -3.05 -3.25 -6.80
H -4.47 -4.95 -5.99
H -5.38 -3.56 -6.64
C -0.62 2.95 6.54
Cl 0.46 1.85 7.40
Cl -0.07 3.24 4.89
H -1.62 2.52 6.51
H -0.65 3.90 7.07
C 3.16 -3.84 1.85
Cl 4.29 -4.83 0.92
Cl 2.27 -4.82 3.03
H 3.72 -3.07 2.38
H 2.45 -3.38 1.17
C -0.90 -6.12 -4.48
Cl -1.10 -4.37 -4.30
Cl -2.03 -6.78 -5.67
H 0.12 -6.32 -4.80
H -1.08 -6.59 -3.52
C 1.07 -0.30 -4.09
Cl 0.87 1.45 -3.91
Cl -0.06 -0.95 -5.28
H 2.08 -0.50 -4.42
H 0.88 -0.78 -3.13
C -2.93 6.38 4.18
Cl -1.68 6.40 5.43
Cl -2.77 4.98 3.11
H -3.91 6.34 4.66
H -2.85 7.29 3.59
C 3.81 1.97 -6.74
Cl 3.87 0.26 -6.27
Cl 5.43 2.69 -6.73
H 3.40 2.04 -7.75
H 3.18 2.51 -6.04
C 3.51 3.48 3.26
Cl 2.73 2.29 2.22
Cl 4.18 4.82 2.32
H 2.77 3.88 3.95
H 4.31 3.00 3.81
C 3.50 -3.07 -5.18
Cl 4.71 -3.53 -3.97
Cl 1.90 -3.71 -4.78
H 3.44 -1.98 -5.22
H 3.81 -3.46 -6.15
C 6.28 -3.93 -7.63
Cl 5.00 -2.91 -8.29
Cl 6.38 -5.48 -8.48
H 7.23 -3.42 -7.73
H 6.07 -4.12 -6.58
C -0.10 4.70 10.41
Cl -1.43 4.53 9.26
Cl 0.61 3.14 10.81
H 0.66 5.34 9.98
H -0.48 5.16 11.33
C -0.12 9.58 7.11
Cl -1.45 9.41 5.96
Cl 0.60 8.01 7.50
H 0.64 10.22 6.68
H -0.50 10.03 8.02
C 2.74 -3.41 6.31
Cl 2.36 -2.83 7.94
Cl 2.18 -2.28 5.08
H 3.82 -3.52 6.22
H 2.26 -4.37 6.16
C 2.66 -2.87 -11.37
Cl 1.84 -4.05 -12.40
Cl 3.36 -1.56 -12.33
H 1.93 -2.45 -10.68
H 3.45 -3.37 -10.82
```

Computed properties:
Kohn-Sham gap: 6.75 eV



The following is a DFT calculation (ωB97M-V/def2-TZVPD) of a molecular structure, C23H39Cl2N4O4Ti at a distorted geometry.

Geometry as XYZ:
```
73
C23H39Cl2N4O4Ti | OMol25 | ωB97M-V/def2-TZVPD
O 1.60 1.62 -2.55
C 2.48 2.39 -2.19
C 2.85 3.63 -2.94
C 2.09 3.97 -4.07
H 1.28 3.30 -4.38
C 2.39 5.12 -4.79
H 1.78 5.38 -5.65
C 3.47 5.92 -4.41
H 3.71 6.81 -4.98
C 4.26 5.57 -3.31
H 5.12 6.18 -3.02
C 3.95 4.42 -2.58
H 4.54 4.10 -1.72
H 3.04 2.21 -1.25
C 2.87 -0.81 -1.45
C 2.08 -0.88 -0.21
H 3.19 -1.80 -1.80
H 3.77 -0.19 -1.31
H 2.28 -0.35 -2.25
C 2.48 -1.37 0.96
C 3.68 -2.25 1.15
H 1.97 -1.11 1.89
H 4.59 -1.77 0.75
H 3.57 -3.20 0.61
H 3.85 -2.47 2.21
Ti -0.05 -0.28 -0.22
Cl -0.41 -0.41 -2.44
Cl 1.03 1.65 0.49
H -1.53 3.68 -2.78
H -3.71 3.68 -2.75
C -1.32 2.97 -1.97
C -3.76 2.62 -2.48
N -2.59 2.30 -1.67
H -0.96 3.51 -1.09
C -2.69 1.37 -0.72
O -1.71 0.89 -0.10
H -4.67 2.43 -1.90
H -3.72 1.03 -0.49
H -0.55 2.27 -2.29
H -3.79 2.02 -3.40
H -0.42 -1.10 5.58
H -0.72 1.64 5.51
C 0.28 -0.97 4.74
C 0.10 1.52 4.80
N -0.02 0.28 4.05
H 0.19 -1.82 4.06
C -0.46 0.34 2.79
O -0.31 -0.58 1.95
H 0.07 2.34 4.08
H -0.93 1.28 2.50
H 1.29 -0.92 5.16
H 1.05 1.55 5.35
C -3.52 -1.93 -0.49
N -2.92 -2.94 0.36
C -3.87 -3.77 1.07
C -3.23 -5.03 1.59
C -1.86 -4.79 2.18
N -1.07 -3.99 1.28
C 0.38 -4.14 1.30
C -1.58 -2.98 0.55
O -0.80 -2.12 0.00
H -2.83 -1.62 -1.28
H -3.82 -1.05 0.09
H -4.42 -2.37 -0.94
H -4.32 -3.19 1.89
H -4.66 -4.02 0.36
H -3.15 -5.75 0.78
H -3.89 -5.46 2.35
H -1.33 -5.74 2.35
H -1.95 -4.30 3.16
H 0.63 -4.94 2.00
H 0.76 -4.41 0.30
H 0.87 -3.21 1.62
```

Computed properties:
<S²>: 2.025
Total charge: -1
Energy above the lowest of the compared OMol25 structures with the same formula, charge and spin: 0.0 kJ/mol
Spin multiplicity: 3
Kohn-Sham gap (alpha / beta): 1.67 / 4.91 eV



The following is a DFT calculation (ωB97M-V/def2-TZVPD) of a molecular structure, C23H39Cl3GdN3O3SSi at a distorted geometry.

Geometry as XYZ:
```
74
C23H39Cl3GdN3O3SSi | OMol25 | ωB97M-V/def2-TZVPD
C -1.52 -1.89 -2.25
C -1.09 -2.93 -1.27
H -1.24 -2.14 -3.27
H -1.11 -0.91 -1.98
H -2.62 -1.79 -2.21
C -0.62 -4.14 -1.55
C -0.45 -4.74 -2.90
H -0.35 -4.81 -0.72
H -0.68 -4.05 -3.72
H -1.09 -5.63 -3.02
H 0.58 -5.10 -3.05
Gd -0.09 0.23 1.20
Cl -2.46 0.30 1.75
Cl -0.36 1.45 -0.92
H 0.60 4.69 4.40
H -1.50 5.65 3.18
C 0.95 4.37 3.41
C -1.06 5.28 2.25
N -0.19 4.16 2.52
H 1.52 3.45 3.49
C -0.41 2.99 1.98
O 0.36 2.05 2.25
H -1.85 4.96 1.57
H -1.28 2.90 1.31
H 1.59 5.17 3.00
H -0.49 6.10 1.79
H 1.42 -1.55 -2.16
H 2.35 -3.60 -1.00
C 2.22 -0.94 -1.73
C 3.18 -2.95 -0.66
N 2.72 -1.59 -0.52
H 1.82 0.05 -1.48
C 2.57 -1.06 0.68
O 2.12 0.09 0.89
H 3.54 -3.32 0.30
H 2.90 -1.69 1.52
H 3.04 -0.86 -2.45
H 3.99 -3.00 -1.40
O -0.10 -1.71 0.31
C -1.17 -2.45 0.17
C 0.05 -3.96 1.80
C -1.15 -3.54 1.23
H 0.97 -3.45 1.52
C 0.05 -5.00 2.72
H -2.11 -1.89 0.29
C -2.35 -4.15 1.59
H 0.99 -5.33 3.16
C -1.14 -5.62 3.08
C -2.34 -5.19 2.52
H -3.28 -3.81 1.14
H -1.14 -6.44 3.80
H -3.28 -5.66 2.80
Si -0.47 5.00 -4.58
Cl -0.72 3.60 -6.09
C 1.34 5.03 -4.13
C -1.52 4.46 -3.13
C -1.03 6.66 -5.24
H 1.68 4.04 -3.78
H 1.54 5.75 -3.33
H 1.96 5.31 -5.00
H -0.44 6.96 -6.12
H -0.92 7.44 -4.48
H -2.09 6.63 -5.54
H -1.22 3.46 -2.77
H -2.58 4.40 -3.42
H -1.43 5.16 -2.29
S -0.16 -2.31 5.37
C 1.39 -1.51 5.16
C 1.41 -0.82 3.98
N 0.22 -0.93 3.26
C -0.69 -1.68 3.85
H 2.20 -1.56 5.87
H 2.23 -0.23 3.60
H -1.69 -1.87 3.46
```

Computed properties:
<S²>: 16.013
Spin multiplicity: 8
Kohn-Sham gap (alpha / beta): 8.23 / 6.72 eV